# CH3N2O3S

The ion CH3N2O3S with charge -1 in a non-equilibrium geometry (ωB97M-V with the def2-TZVPD basis set, OMol25).

```
10
Properties=species:S:1:pos:R:3:forces:R:3
O 2.4725 0.2382 0.6032 0.734 0.054 0.229
C 1.3581 0.2907 0.1172 -1.085 0.270 -0.070
O 0.7012 1.3021 -0.2931 0.398 -0.387 0.290
N 0.6980 -1.0296 0.0287 -0.096 -0.442 2.038
N -0.6133 -1.1685 -0.3947 -3.270 1.279 0.174
S -1.9329 -0.1056 0.4547 1.516 -1.260 -1.348
O -1.7901 1.3896 -0.2078 1.583 -0.214 1.318
H 0.6718 -1.4161 1.0328 0.612 0.596 -2.213
H -0.8252 -1.0348 -1.4074 1.011 0.057 1.131
H -0.7402 1.5341 0.0663 -1.402 0.046 -1.549
```
Forces are in eV/Å.

Properties
net charge	-1
SMILES string	O=C([O-])NNSO
ΔE to the lowest compared entry with this formula, charge and spin	27.2	kcal per mole
HOMO	-4.506	eV
frontier orbital gap	8.119	eV

---

# C4H13NOS

A cluster of 2 separate species, C4H13NOS in total in a non-equilibrium geometry (ωB97M-V with the def2-TZVPD basis set, OMol25).

```
20
Properties=species:S:1:pos:R:3:forces:R:3
C -1.0972 0.6230 0.5058 1.327 -1.230 -0.444
C -0.0234 -0.4387 0.0310 0.606 2.544 0.895
C -0.6236 -1.8065 -0.1129 -0.742 -1.172 0.079
S 0.0907 -3.0851 0.8840 1.827 -0.173 -0.721
C 1.6784 -3.4360 -0.0970 -1.787 0.648 1.623
N -0.4970 1.9602 0.4882 -1.408 0.271 -0.032
H -1.3559 0.3713 1.5381 -0.609 -0.155 -0.350
H -1.8495 0.4225 -0.2602 -0.780 0.700 0.603
H 0.8082 -0.3049 0.7353 -0.041 -0.648 -0.013
H 0.3628 -0.0006 -0.8899 0.004 -0.604 -0.295
H -0.5823 -2.1918 -1.1363 -0.118 0.117 -0.002
H -1.6530 -1.8922 0.2558 -0.120 0.590 -0.369
H 1.2908 -3.5431 -1.1007 0.374 -0.324 -0.299
H 2.2791 -2.5321 0.0321 0.104 -0.200 -0.119
H 2.0782 -4.3092 0.4057 0.308 -0.088 -0.424
H -0.7923 2.3988 1.3533 0.621 -0.058 0.534
H -1.0748 2.5480 -0.1115 0.406 -0.150 -0.673
H 0.5971 4.7606 -0.2490 -0.221 1.030 0.919
H 0.2277 4.9708 -1.5470 -0.581 1.081 -0.640
O 0.1360 5.4850 -0.7250 0.829 -2.181 -0.271
```
Forces are in eV/Å.

Properties
expectation value of S²	0.75
net charge	+1
ΔE to the lowest compared entry with this formula, charge and spin	33.3	kcal per mole
HOMO (spin up / spin down)	-13.571 / -13.516	eV
multiplicity	2
frontier orbital gap (spin up / spin down)	10.058 / 5.173	eV

---

# C3H7N2OP

A cluster of 2 separate species, C3H7N2OP in total in a non-equilibrium geometry (ωB97M-V with the def2-TZVPD basis set, OMol25).

```
14
Properties=species:S:1:pos:R:3:forces:R:3
C 0.6422 -0.1856 -2.1614 -2.288 -2.754 2.770
C -0.4184 -0.5996 -1.2308 -2.641 -2.321 -1.592
C -0.4387 1.5561 0.8852 2.166 -2.263 -2.504
N 0.8262 -1.3419 -1.7118 0.456 0.744 -0.424
N 0.8299 -0.8522 1.3335 -0.981 -2.450 0.265
O -1.7130 -0.9785 1.0034 -2.122 -0.840 1.027
P -0.5259 -0.2849 0.5731 0.717 0.851 -1.051
H 0.9635 0.5850 -2.7257 1.389 2.045 -2.004
H -1.6275 -1.2928 -1.7045 3.705 2.550 1.511
H 0.2597 1.5851 1.6821 1.031 0.782 0.520
H -0.2035 2.1097 -0.0544 0.233 -0.330 0.958
H -1.3284 1.8745 1.2463 -2.988 0.825 1.020
H 1.6243 -0.3304 1.3732 2.465 2.028 0.062
H 1.1096 -1.8444 1.4917 -1.143 1.133 -0.559
```
Forces are in eV/Å.

Properties
ΔE to the lowest compared entry with this formula, charge and spin	29.4	kcal per mole
HOMO	-9.683	eV
frontier orbital gap	10.391	eV

---

# C6H13N2

A cluster of 2 separate species, C6H13N2 in total in a non-equilibrium geometry (ωB97M-V with the def2-TZVPD basis set, OMol25).

```
21
Properties=species:S:1:pos:R:3:forces:R:3
C 1.9734 -0.5071 -0.8269 -0.348 -0.020 0.433
C 0.7112 -0.1565 -1.1319 0.499 0.022 -0.216
C 2.0592 -0.6965 0.6526 0.545 0.072 -0.216
C -1.9554 -1.5963 -0.0943 0.188 0.131 -0.023
C -0.1342 2.8967 -0.0073 -0.025 -0.088 0.027
C -1.4829 -0.1504 0.0789 -0.916 -0.255 0.074
N 0.7336 -0.3270 1.0890 -0.574 0.045 -0.364
N -0.0465 -0.0547 0.0037 0.809 -0.379 0.777
H 2.7998 -0.6446 -1.4917 0.149 0.025 -0.250
H 0.2736 0.0591 -2.0870 -0.145 0.073 -0.140
H 2.3270 -1.7280 0.9237 -0.152 0.086 0.028
H 2.8075 -0.0409 1.1164 -0.019 -0.046 -0.055
H -3.0405 -1.6174 -0.0846 -0.099 0.001 0.008
H -1.6106 -1.9989 -1.0446 -0.024 -0.053 -0.045
H -1.5965 -2.2359 0.7081 0.029 -0.071 0.075
H 0.9312 2.9901 -0.0253 0.347 0.029 -0.019
H -0.6892 2.9902 -0.9175 -0.177 0.065 -0.272
H -0.6452 2.8956 0.9337 -0.164 0.022 0.255
H -1.8075 0.2443 1.0438 0.111 0.132 -0.133
H -1.9057 0.4680 -0.7140 0.171 0.104 0.133
H 0.2977 -0.7896 1.8754 -0.203 0.106 -0.078
```
Forces are in eV/Å.

Properties
net charge	+1
ΔE to the lowest compared entry with this formula, charge and spin	97.3	kcal per mole
HOMO (spin up / spin down)	-12.310 / -12.930	eV
frontier orbital gap (spin up / spin down)	6.722 / 9.660	eV

---

# C50H35N8O3Zn

A structure of composition C50H35N8O3Zn (ωB97M-V with the def2-TZVPD basis set, OMol25).

```
97
Properties=species:S:1:pos:R:3:forces:R:3
Zn -0.4970 0.1898 0.4489 -0.084 0.023 0.020
C 2.6122 6.2706 4.0361 0.016 0.034 0.022
C 1.4298 5.6859 4.4668 -0.007 0.009 0.019
C 0.9135 4.5851 3.7997 0.011 -0.002 0.008
C 1.5718 4.0508 2.6948 -0.038 -0.012 0.002
C 2.7571 4.6447 2.2715 0.004 0.003 -0.023
C 3.2747 5.7472 2.9354 0.027 0.011 -0.008
C 1.0081 2.8674 1.9810 0.026 0.107 0.015
C 1.0635 1.6395 2.6437 0.018 -0.059 0.060
C 1.6449 1.4306 3.9571 -0.016 0.002 0.032
C 1.4670 0.1262 4.2583 0.037 -0.016 0.002
C 0.7961 -0.4779 3.1235 0.006 0.044 -0.003
N 0.5816 0.4654 2.1758 -0.078 -0.038 -0.072
C 0.4679 -1.8309 3.0251 0.040 0.003 0.060
C -0.0904 -2.4608 1.9091 -0.019 -0.059 -0.036
C -0.3878 -3.8766 1.8247 -0.012 -0.020 0.031
C -0.9252 -4.0904 0.6038 0.007 -0.011 0.000
C -0.9769 -2.8023 -0.0594 -0.003 0.002 0.067
C -1.5230 -2.5773 -1.3239 -0.076 -0.117 -0.042
C -2.0965 -3.7589 -2.0338 0.069 -0.007 -0.057
C -1.4358 -4.3189 -3.1242 -0.010 0.022 0.006
C -1.9669 -5.4147 -3.7882 0.007 -0.012 -0.018
C -3.1691 -5.9653 -3.3678 -0.013 -0.027 -0.016
C -3.8352 -5.4133 -2.2830 -0.033 -0.029 0.000
C -3.3028 -4.3173 -1.6211 -0.003 0.042 0.040
C -1.6193 -1.3420 -1.9757 0.004 0.040 -0.034
N -1.2041 -0.1510 -1.4756 0.106 -0.029 0.029
C -1.4884 0.8024 -2.3977 -0.024 -0.058 -0.041
C -1.2032 2.1658 -2.2742 -0.031 0.133 -0.044
C -1.6243 3.0474 -3.4050 0.015 0.002 -0.017
C -0.7222 3.3995 -4.4046 0.005 -0.014 0.022
C -1.1124 4.2188 -5.4536 0.011 0.018 -0.032
C -2.4135 4.6967 -5.5163 -0.005 0.021 -0.021
C -3.3202 4.3508 -4.5247 -0.027 0.011 -0.015
C -2.9269 3.5321 -3.4765 0.003 -0.030 0.029
C -0.5606 2.7803 -1.1990 0.038 -0.007 0.054
C -0.2597 4.1935 -1.1140 -0.015 0.020 -0.048
C 0.3613 4.3891 0.0705 0.034 0.031 0.047
C 0.4449 3.0960 0.7186 0.008 -0.013 -0.044
N -0.1228 2.1586 -0.0743 -0.008 -0.121 -0.014
C -2.1327 0.1925 -3.5382 -0.012 0.032 0.002
C -2.2186 -1.1344 -3.2745 0.008 -0.034 0.012
N -0.4465 -1.8557 0.7542 -0.055 0.072 -0.040
C 0.7332 -2.6809 4.2221 -0.013 0.003 0.048
C -0.1147 -2.6084 5.3251 0.022 -0.003 -0.004
C 0.1314 -3.3947 6.4418 -0.036 0.019 0.020
C 1.2169 -4.2583 6.4704 0.010 -0.027 0.027
C 2.0595 -4.3388 5.3710 0.036 -0.012 -0.009
C 1.8167 -3.5531 4.2535 0.013 -0.001 -0.007
H 3.0153 7.1306 4.5562 0.002 0.003 0.000
H 0.9047 6.0896 5.3235 -0.001 0.003 0.003
H -0.0102 4.1266 4.1300 -0.011 -0.003 0.001
H 3.2708 4.2319 1.4116 0.003 -0.002 -0.003
H 4.1989 6.1967 2.5933 0.001 0.002 0.003
H 2.1179 2.1871 4.5619 0.005 0.007 0.003
H 1.7673 -0.3911 5.1551 -0.005 -0.011 0.001
H -0.2207 -4.6000 2.6058 0.009 0.004 0.011
H -1.2696 -5.0250 0.1924 -0.013 -0.003 -0.016
H -0.4986 -3.8821 -3.4477 0.008 -0.006 -0.006
H -1.4403 -5.8394 -4.6341 -0.001 -0.006 -0.002
H -3.5862 -6.8212 -3.8836 0.000 -0.002 -0.005
H -4.7756 -5.8347 -1.9508 -0.003 0.003 0.004
H -3.8215 -3.8827 -0.7748 -0.014 0.003 0.011
H 0.2917 3.0219 -4.3505 0.007 0.001 0.001
H -0.3990 4.4838 -6.2244 -0.002 0.002 -0.001
H -2.7195 5.3370 -6.3341 -0.002 0.001 -0.005
H -4.3373 4.7201 -4.5654 0.000 0.003 -0.003
H -3.6301 3.2605 -2.6986 -0.006 0.001 0.006
H -0.4998 4.9315 -1.8623 -0.013 0.006 -0.008
H 0.7209 5.3186 0.4810 0.001 0.012 -0.006
H -2.4754 0.7152 -4.4166 0.000 0.003 -0.015
H -2.6511 -1.9027 -3.8946 0.002 -0.006 -0.012
H -0.9777 -1.9535 5.2896 -0.010 0.002 -0.012
H -0.5386 -3.3333 7.2903 0.003 -0.011 0.009
H 1.4034 -4.8704 7.3441 0.001 -0.007 0.007
H 2.9076 -5.0127 5.3816 0.002 -0.005 0.010
H 2.4698 -3.6113 3.3908 0.006 0.006 -0.013
N -4.0780 -0.0373 -0.0454 0.026 0.093 0.101
C -3.5002 -0.1360 1.1962 0.152 -0.200 -0.186
O -2.3879 0.3958 1.3999 -0.019 0.165 0.069
C -4.2000 -0.8556 2.2082 0.082 0.034 -0.182
C -5.4163 -1.4888 1.9011 -0.247 0.024 0.123
N -6.4273 -1.9666 1.5976 0.069 -0.063 -0.064
C -3.6040 -1.0198 3.4728 0.065 -0.035 0.173
N -3.1176 -1.1623 4.5122 -0.024 0.015 -0.012
H -3.4421 0.2165 -0.7856 -0.041 -0.003 0.000
H -4.8429 -0.6488 -0.2767 -0.005 -0.007 0.002
N 5.1302 -1.7121 -0.7019 0.015 0.031 0.037
C 3.9359 -1.2508 -1.4032 -0.111 -0.028 -0.067
C 2.7938 -0.9482 -0.4363 -0.054 0.001 0.092
O 2.9294 -1.5027 0.7708 -0.080 0.065 -0.037
O 1.8430 -0.2895 -0.7512 0.114 0.013 -0.090
H 5.7054 -2.3030 -1.2846 -0.014 -0.015 0.008
H 3.7907 -1.9570 0.7692 0.107 -0.056 0.005
H 5.6986 -0.9346 -0.3908 0.005 -0.003 -0.012
H 3.5692 -2.0558 -2.0445 0.019 0.032 0.000
H 4.0733 -0.3710 -2.0355 0.009 -0.007 0.043
```
Forces are in eV/Å.

Properties
net charge	-1
ΔE to the lowest compared entry with this formula, charge and spin	1.4	kcal per mole
HOMO	-4.196	eV
frontier orbital gap	5.734	eV

---

# C26H28F2NO4

A cluster of 2 separate species, C26H28F2NO4 in total in a non-equilibrium geometry (ωB97M-V with the def2-TZVPD basis set, OMol25).

```
61
Properties=species:S:1:pos:R:3:forces:R:3
H -0.2622 -0.2581 2.2254 -0.092 -0.460 -0.393
C -0.0064 -5.1569 3.2015 -0.127 0.845 -0.609
H -0.0005 -5.2692 4.2768 0.026 0.206 0.040
C -1.2147 -5.0130 2.5062 -0.167 0.095 -0.020
C -2.5140 -4.6368 3.1610 -1.712 0.000 0.523
O -3.5654 -4.4952 2.5546 1.908 -0.441 0.231
O -2.3997 -4.4228 4.4857 0.139 -0.439 -1.501
C -3.6982 -4.1687 5.0682 -0.511 0.107 0.554
C -3.4884 -3.7635 6.4956 0.068 0.359 0.314
C -1.2332 -4.9950 1.1265 1.269 0.265 -0.558
N -0.0381 -4.9841 0.4569 -0.120 -0.349 1.282
C 1.1629 -4.9351 1.1078 -1.204 0.072 -0.673
C 1.1797 -4.9620 2.4850 0.009 0.049 0.039
C 2.4759 -4.5611 3.1194 1.696 0.018 0.523
O 3.5143 -4.4020 2.4957 -1.870 -0.435 0.360
O 2.3670 -4.3588 4.4486 0.211 -0.393 -1.542
C 3.6752 -4.0830 5.0153 0.536 0.150 0.622
C 3.4724 -3.6808 6.4515 -0.051 0.342 0.205
H -4.1909 -3.3758 4.4961 0.076 -0.232 0.092
H -4.2975 -5.0836 4.9910 0.177 0.165 -0.128
H -4.4416 -3.8155 7.0223 0.042 -0.007 0.024
H -2.7679 -4.4024 7.0141 -0.150 0.018 -0.111
H -3.1454 -2.7265 6.5425 0.080 -0.128 0.111
H -2.1510 -4.9362 0.5436 0.216 0.042 0.184
H -0.0497 -4.9696 -0.5535 0.030 -0.029 -0.109
H 2.0615 -4.8519 0.5046 -0.099 0.090 0.145
H 4.2970 -4.9916 4.9383 -0.356 0.338 -0.156
H 4.1489 -3.2742 4.4387 -0.165 -0.399 0.178
H 4.4339 -3.7332 6.9687 -0.139 -0.005 0.007
H 3.1271 -2.6415 6.5040 -0.046 -0.243 0.101
H 2.7528 -4.3251 6.9707 0.230 0.080 -0.140
C -5.4354 2.0057 3.4125 -0.656 0.102 0.129
C -4.0574 1.5025 3.6412 0.534 -0.244 0.071
C -2.9561 2.3402 3.4745 -0.024 0.263 0.130
F -3.1866 3.6540 3.1532 0.192 -0.939 0.320
C -1.6442 1.9037 3.5871 -0.158 -0.278 -0.365
C -1.4051 0.5314 3.7387 -0.842 0.290 0.283
C -0.1134 -0.0927 3.2835 0.363 0.078 0.893
C 1.1711 0.6931 3.3713 0.093 0.023 0.123
C 1.3553 1.7535 2.4848 0.224 -0.116 -0.037
C 2.6164 2.3055 2.3774 -0.077 0.155 -0.412
F 2.8381 3.2175 1.3819 -0.168 -0.306 0.744
C 3.6923 1.9322 3.1748 -0.475 -0.429 0.007
C 4.9919 2.6255 2.9882 0.644 0.253 0.098
C 3.4714 0.9002 4.1019 -0.015 0.487 -0.162
C 2.2253 0.2876 4.1945 -0.267 -0.006 -0.056
C -2.4885 -0.3011 4.0793 0.230 0.339 -0.386
C -3.7959 0.1761 4.0197 0.296 0.384 0.085
H -6.1481 1.2726 3.8018 -0.019 0.161 -0.127
H -5.6091 2.9557 3.9310 0.025 -0.150 -0.190
H -5.6436 2.1537 2.3422 0.092 0.016 0.311
H -0.8218 2.6021 3.4612 -0.259 -0.067 -0.100
H 0.0206 -1.0566 3.7894 -0.040 0.032 -0.167
H 0.5290 2.1086 1.8699 0.399 -0.139 -0.108
H 5.7651 2.1462 3.5937 -0.023 0.085 -0.119
H 5.3107 2.6311 1.9365 -0.104 -0.034 0.306
H 4.9157 3.6732 3.3089 0.049 -0.199 -0.110
H 4.2908 0.5931 4.7560 -0.227 0.080 -0.218
H 2.0410 -0.5135 4.9162 0.180 0.182 -0.244
H -2.2958 -1.3412 4.3384 -0.036 0.080 -0.156
H -4.6282 -0.4873 4.2625 0.164 0.214 -0.137
```
Forces are in eV/Å.

Properties
net charge	+1
HOMO	-10.774	eV
frontier orbital gap	5.649	eV

---

Number 1: M 123.1 g/mol. Number 2: M 123.2 g/mol. Number 3: M 118.1 g/mol. Number 4: M 113.2 g/mol. Number 5: M 861.3 g/mol. Number 6: M 456.5 g/mol.